C23H41HfN3O4P2 as an isolated structure at a distorted geometry, computed with ωB97M-V/def2-TZVPD.

The highest occupied orbital energy is -0.1423 Eh. The total energy is -57061.0849 eV. The value obtained for the energy above the lowest of the compared OMol25 structures with the same formula, charge and spin is 136.3 kJ/mol.

Geometry as ORCA input:
```
! RIJCOSX wB97M-V def2-TZVPD def2/J DEFGRID3
* xyz 0 1
Hf 0.16266 0.40274 -0.53257
P -4.67177 -0.01145 1.97066
P 1.14812 -0.68494 -2.75626
N -1.02825 1.36059 -1.71877
H -3.55712 -0.62504 2.64672
C -4.98788 1.60037 2.70342
H -6.02146 1.61841 3.07497
H -4.85046 2.38961 1.95202
H -4.29813 1.76652 3.54091
C -6.12183 -1.04283 2.20456
H -6.95100 -0.41991 2.56494
H -5.89246 -1.81368 2.95183
H -6.39342 -1.52282 1.25577
C -4.32679 0.18933 0.21990
H -4.97134 -0.48131 -0.36421
H -3.27671 -0.04309 0.00856
H -4.51636 1.22770 -0.08365
C 2.68855 0.16101 -3.27449
H 2.96796 -0.16864 -4.28463
H 3.49974 -0.06846 -2.57151
H 2.52383 1.24609 -3.28535
C 1.71032 -2.41378 -2.67234
H 2.24260 -2.68727 -3.59356
H 0.83501 -3.06329 -2.54850
H 2.38367 -2.52155 -1.80811
C 0.17538 -0.64377 -4.29844
H 0.83135 -0.45694 -5.15877
H -0.57030 0.15624 -4.23599
H -0.34797 -1.59796 -4.43418
C -2.05759 1.76403 -2.46021
C -3.37219 3.54873 -3.49784
C -2.30386 3.15209 -2.70903
C -2.97264 0.81192 -3.02703
C -4.03848 1.22896 -3.80800
C -4.24087 2.59397 -4.05714
H -3.53873 4.60999 -3.68476
H -1.61531 3.86759 -2.25603
H -2.79717 -0.24816 -2.81842
H -4.71644 0.48382 -4.23110
H -5.07463 2.91558 -4.68383
C -1.70316 -0.57259 2.01778
O -1.12690 -0.29476 0.85242
C -1.47994 0.46128 3.07932
H -0.40092 0.62038 3.24815
H -1.92308 0.16143 4.03849
H -1.90992 1.42447 2.77107
C -1.72421 -2.03060 2.34763
H -0.70239 -2.43906 2.41871
H -2.25351 -2.57696 1.55632
H -2.21863 -2.21997 3.30880
C 6.55214 -0.83988 0.05978
C 5.78534 -1.06940 1.34626
C 4.44313 -0.31453 1.46819
C 3.75884 -0.62328 2.83056
C 3.44813 -2.09653 3.04349
C 4.63087 1.18623 1.34420
O 5.67680 1.80613 1.30012
N 3.39055 1.88182 1.31327
C 2.32317 1.33808 0.68795
O 1.22129 1.98154 0.46173
N 2.36163 0.08004 0.21387
C 3.49744 -0.70215 0.33933
O 3.68845 -1.64818 -0.42240
H 5.97559 -1.21896 -0.78971
H 7.49849 -1.38772 0.11284
H 6.76647 0.22520 -0.07024
H 5.56435 -2.13846 1.45482
H 6.40785 -0.77292 2.20387
H 4.42732 -0.25656 3.62365
H 2.83964 -0.02701 2.89871
H 4.34559 -2.65232 3.33987
H 2.71270 -2.19842 3.84793
H 3.03821 -2.55920 2.13685
H 3.43061 2.89242 1.37683
*
```

Charges obtained by Löwdin population analysis, quoted in units of e: atom 1 (Hf): 1.415, atom 2 (P): 0.884, atom 3 (P): 0.740, atom 4 (N): -0.222, atom 5 (H): 0.024, atom 6 (C): -0.215, atom 7 (H): 0.046, atom 8 (H): 0.055, atom 9 (H): 0.049, atom 10 (C): -0.240, atom 11 (H): 0.042, atom 12 (H): 0.050, atom 13 (H): 0.046, atom 14 (C): -0.189, atom 15 (H): 0.057, atom 16 (H): 0.034, atom 17 (H): 0.063, atom 18 (C): -0.259, atom 19 (H): 0.049, atom 20 (H): 0.031, atom 21 (H): 0.049, atom 22 (C): -0.277, atom 23 (H): 0.054, atom 24 (H): 0.045, atom 25 (H): 0.014, atom 26 (C): -0.254, atom 27 (H): 0.046, atom 28 (H): 0.020, atom 29 (H): 0.049, atom 30 (C): -0.469, atom 31 (C): -0.124, atom 32 (C): -0.063, atom 33 (C): -0.100, atom 34 (C): -0.131, atom 35 (C): -0.139, atom 36 (H): 0.093, atom 37 (H): 0.096, atom 38 (H): 0.095, atom 39 (H): 0.093, atom 40 (H): 0.084, atom 41 (C): -0.724, atom 42 (O): -0.391, atom 43 (C): -0.133, atom 44 (H): 0.048, atom 45 (H): 0.067, atom 46 (H): 0.057, atom 47 (C): -0.134, atom 48 (H): 0.051, atom 49 (H): 0.061, atom 50 (H): 0.062, atom 51 (C): -0.083, atom 52 (C): -0.177, atom 53 (C): -0.301, atom 54 (C): -0.163, atom 55 (C): -0.077, atom 56 (C): -0.331, atom 57 (O): 0.129, atom 58 (N): 0.214, atom 59 (C): -0.523, atom 60 (O): -0.116, atom 61 (N): 0.050, atom 62 (C): -0.402, atom 63 (O): 0.053, atom 64 (H): 0.069, atom 65 (H): 0.081, atom 66 (H): 0.070, atom 67 (H): 0.116, atom 68 (H): 0.130, atom 69 (H): 0.132, atom 70 (H): 0.110, atom 71 (H): 0.078, atom 72 (H): 0.080, atom 73 (H): 0.083, atom 74 (H): 0.175

=====

A 2-piece molecular cluster, C23H41IN2O2Si2 overall at a distorted geometry, computed with ωB97M-V/def2-TZVPD.

The expectation value of S² is 0.7542. The highest occupied orbital energy (alpha / beta) is -0.1121 / -0.1120 Eh. The total energy is -55442.4728 eV.

Geometry as ORCA input:
```
! RIJCOSX wB97M-V def2-TZVPD def2/J DEFGRID3
* xyz -1 2
C -1.14282 -2.30026 1.64909
C -0.08701 -2.26167 0.40205
C 1.37750 -2.30186 1.11075
C -0.40823 -3.56354 -0.48178
C 0.53745 -3.70007 -1.81119
I 2.22148 -4.96871 -1.18539
C -0.21161 -4.42509 -3.03133
C 0.73418 -4.92594 -4.21999
O 0.42096 -6.03570 -4.76011
C 1.98902 -4.15451 -4.82298
C 1.83995 -2.93270 -5.80649
C 3.09717 -2.20986 -6.41417
C 4.55996 -2.62975 -6.04816
C 4.71548 -3.83250 -5.08556
C 3.47944 -4.56784 -4.52211
C 0.95931 -2.19943 -2.21334
C -0.14775 -1.07556 -1.78585
C 0.46488 0.33069 -2.34518
C -1.54545 -1.26011 -2.60642
N -0.34685 -0.97436 -0.30914
O 0.27959 0.04268 0.22970
H -1.00345 -1.34238 2.28259
H -2.21831 -2.45568 1.30113
H -0.77172 -3.15707 2.33267
H 2.23735 -2.20263 0.36344
H 1.50482 -1.47475 1.88403
H 1.51513 -3.33086 1.61989
H -0.27936 -4.46846 0.22773
H -1.53192 -3.54746 -0.75951
H -1.07860 -3.81091 -3.46479
H -0.70228 -5.37666 -2.58946
H 0.81158 -2.55327 -6.13410
H 3.01180 -1.33397 -7.15326
H 5.49699 -2.12065 -6.44008
H 5.74382 -4.22980 -4.74828
H 3.59739 -5.45363 -3.80184
H 1.09494 -2.04403 -3.35276
H 1.99925 -1.96567 -1.76527
H 0.51385 0.18322 -3.49440
H -0.27041 1.17333 -2.11196
H 1.53107 0.52132 -1.99224
H -2.27568 -1.96335 -2.06015
H -1.37297 -1.66347 -3.65935
H -2.07640 -0.23712 -2.68377
C -2.03141 5.49616 6.65750
Si -1.29077 5.02035 4.98171
C 0.43621 4.35323 5.31162
C -1.13852 6.60332 3.97740
N -2.33103 3.85694 4.24938
Si -1.98190 3.18088 2.70207
C -0.36456 2.22312 2.66750
C -1.94262 4.47092 1.33391
C -3.35865 1.95688 2.27116
H -1.39248 6.23451 7.15617
H -3.02457 5.93263 6.52888
H -2.11340 4.61937 7.30474
H 0.98407 5.03093 5.97591
H 1.01617 4.26174 4.39055
H 0.38989 3.37377 5.79454
H -2.12244 6.96498 3.66770
H -0.52298 6.45850 3.08682
H -0.66422 7.38851 4.57712
H 0.50014 2.89017 2.68285
H -0.29940 1.62509 1.75243
H -0.29627 1.54151 3.51987
H -2.81712 5.12360 1.38781
H -1.94741 3.98205 0.35268
H -1.04203 5.08645 1.38521
H -4.32792 2.46273 2.23969
H -3.40775 1.15455 3.01272
H -3.17256 1.50720 1.28940
*
```

Charges obtained by Löwdin population analysis, quoted in units of e: atom 1 (C): -0.040, atom 2 (C): -0.442, atom 3 (C): -0.070, atom 4 (C): -0.172, atom 5 (C): -0.699, atom 6 (I): 0.947, atom 7 (C): -0.149, atom 8 (C): -0.325, atom 9 (O): 0.022, atom 10 (C): -0.105, atom 11 (C): -0.026, atom 12 (C): -0.066, atom 13 (C): -0.072, atom 14 (C): -0.075, atom 15 (C): -0.062, atom 16 (C): -0.137, atom 17 (C): -0.408, atom 18 (C): -0.055, atom 19 (C): -0.040, atom 20 (N): -0.120, atom 21 (O): -0.032, atom 22 (H): 0.100, atom 23 (H): 0.088, atom 24 (H): 0.089, atom 25 (H): 0.053, atom 26 (H): 0.093, atom 27 (H): 0.080, atom 28 (H): 0.103, atom 29 (H): 0.120, atom 30 (H): 0.120, atom 31 (H): 0.133, atom 32 (H): 0.096, atom 33 (H): 0.086, atom 34 (H): 0.084, atom 35 (H): 0.094, atom 36 (H): 0.045, atom 37 (H): 0.106, atom 38 (H): 0.111, atom 39 (H): 0.091, atom 40 (H): 0.096, atom 41 (H): 0.091, atom 42 (H): 0.081, atom 43 (H): 0.074, atom 44 (H): 0.096, atom 45 (C): -0.219, atom 46 (Si): 0.198, atom 47 (C): -0.213, atom 48 (C): -0.213, atom 49 (N): -0.258, atom 50 (Si): 0.198, atom 51 (C): -0.199, atom 52 (C): -0.210, atom 53 (C): -0.215, atom 54 (H): 0.004, atom 55 (H): 0.009, atom 56 (H): 0.010, atom 57 (H): 0.007, atom 58 (H): 0.001, atom 59 (H): 0.019, atom 60 (H): 0.019, atom 61 (H): 0.000, atom 62 (H): 0.007, atom 63 (H): 0.006, atom 64 (H): -0.016, atom 65 (H): 0.022, atom 66 (H): 0.019, atom 67 (H): 0.005, atom 68 (H): 0.001, atom 69 (H): 0.010, atom 70 (H): 0.009, atom 71 (H): 0.000

=====

C23H42Cl3GdN4O3SSi as an isolated structure at a distorted geometry, computed with ωB97M-V/def2-TZVPD.

The expectation value of S² is 16.0239. The highest occupied orbital energy (alpha / beta) is -0.3184 / -0.3183 Eh. The total energy is -113758.6241 eV. The value obtained for the energy above the lowest of the compared OMol25 structures with the same formula, charge and spin is 0.0 kJ/mol.

Geometry as ORCA input:
```
! RIJCOSX wB97M-V def2-TZVPD def2/J DEFGRID3
* xyz 0 8
C 5.67315 5.58783 -1.35691
C 6.80088 5.16393 -2.25310
H 6.06744 6.03217 -0.43317
H 5.03293 4.72746 -1.10161
H 5.03435 6.34593 -1.84712
C 8.05174 5.64684 -2.19271
C 8.50871 6.71352 -1.25933
H 8.80558 5.29255 -2.89659
H 8.11269 6.57731 -0.24584
H 8.24973 7.72833 -1.59673
H 9.60136 6.66540 -1.20706
Gd 0.25980 0.20869 -0.08472
Cl -1.86299 0.59982 -1.56174
Cl 1.42795 2.42463 -0.63570
C 1.13526 -0.33318 -3.09987
O 1.28633 -0.79433 -1.93393
N 1.78020 -0.83379 -4.15298
C 2.74190 -1.91060 -3.93386
C 1.73633 -0.18974 -5.46585
H 0.44816 0.52218 -3.27491
H 2.47405 -2.41151 -3.00115
H 3.76096 -1.51636 -3.83661
H 2.69327 -2.60814 -4.76665
H 0.91163 0.53548 -5.45075
H 1.55152 -0.94329 -6.24692
H 2.67752 0.34758 -5.68857
H 2.23025 2.29244 3.89829
H 3.76039 1.69554 1.55947
C 2.41032 1.23641 4.16126
C 4.00532 0.88935 2.27153
N 2.81560 0.45003 3.00185
H 1.48580 0.80368 4.55245
C 1.97472 -0.40231 2.41874
O 2.04948 -0.73690 1.20207
H 4.41692 0.03056 1.72991
H 1.14605 -0.78991 3.04163
H 3.20384 1.20272 4.91674
H 4.72771 1.25346 3.00829
O 6.23466 2.87861 -2.49176
C 6.41992 4.07455 -3.24718
C 8.57757 3.26038 -4.37623
C 7.37962 3.97862 -4.42514
H 8.81653 2.67949 -3.47496
C 9.45905 3.31684 -5.46728
H 5.44108 4.36564 -3.65509
C 7.07349 4.74615 -5.55505
H 10.39471 2.74748 -5.41994
C 9.15188 4.08674 -6.59521
C 7.95063 4.80531 -6.63382
H 6.13947 5.31082 -5.54417
H 9.84828 4.12974 -7.43530
H 7.69732 5.41154 -7.50459
Si 5.58404 1.34988 -2.66951
Cl -0.52925 1.36631 2.17880
C 6.92733 0.19188 -2.10492
C 5.19261 1.06207 -4.46818
C 4.11613 1.30679 -1.54980
H 7.85407 0.40266 -2.65577
H 6.63156 -0.84891 -2.29999
H 7.13647 0.31501 -1.03320
H 4.36606 1.64785 -0.53790
H 3.65547 0.31103 -1.48502
H 3.36229 2.00471 -1.93646
H 6.08414 1.29089 -5.06861
H 4.37725 1.71114 -4.81480
H 4.92323 0.01242 -4.65186
S -0.87800 -2.42993 0.54627
C -2.28024 -2.00176 1.39633
N -3.20840 -1.06267 1.07829
C -4.26913 -0.95237 2.05783
C -3.89304 -1.99513 3.10706
N -2.68913 -2.58563 2.54806
H -3.11546 -0.45504 0.25956
H -5.23492 -1.17926 1.59830
H -4.29379 0.05467 2.49239
H -4.67354 -2.75816 3.22260
H -3.68215 -1.54544 4.08184
H -2.15019 -3.31388 3.00523
*
```

Charges obtained by Löwdin population analysis, quoted in units of e: atom 1 (C): -0.033, atom 2 (C): -0.231, atom 3 (H): 0.070, atom 4 (H): 0.084, atom 5 (H): 0.095, atom 6 (C): -0.098, atom 7 (C): -0.101, atom 8 (H): 0.102, atom 9 (H): 0.069, atom 10 (H): 0.085, atom 11 (H): 0.070, atom 12 (Gd): 0.656, atom 13 (Cl): -0.155, atom 14 (Cl): -0.065, atom 15 (C): -0.296, atom 16 (O): -0.226, atom 17 (N): -0.155, atom 18 (C): -0.013, atom 19 (C): -0.024, atom 20 (H): 0.116, atom 21 (H): 0.096, atom 22 (H): 0.077, atom 23 (H): 0.094, atom 24 (H): 0.098, atom 25 (H): 0.096, atom 26 (H): 0.078, atom 27 (H): 0.101, atom 28 (H): 0.081, atom 29 (C): -0.059, atom 30 (C): -0.024, atom 31 (N): -0.174, atom 32 (H): 0.079, atom 33 (C): -0.381, atom 34 (O): -0.213, atom 35 (H): 0.098, atom 36 (H): 0.122, atom 37 (H): 0.088, atom 38 (H): 0.093, atom 39 (O): -0.173, atom 40 (C): -0.294, atom 41 (C): -0.046, atom 42 (C): -0.200, atom 43 (H): 0.121, atom 44 (C): -0.080, atom 45 (H): 0.145, atom 46 (C): -0.035, atom 47 (H): 0.104, atom 48 (C): -0.094, atom 49 (C): -0.083, atom 50 (H): 0.118, atom 51 (H): 0.100, atom 52 (H): 0.102, atom 53 (Si): 0.384, atom 54 (Cl): -0.173, atom 55 (C): -0.155, atom 56 (C): -0.146, atom 57 (C): -0.216, atom 58 (H): 0.026, atom 59 (H): 0.031, atom 60 (H): 0.037, atom 61 (H): 0.017, atom 62 (H): 0.029, atom 63 (H): -0.045, atom 64 (H): 0.039, atom 65 (H): 0.036, atom 66 (H): 0.011, atom 67 (S): 0.576, atom 68 (C): -0.836, atom 69 (N): 0.018, atom 70 (C): -0.138, atom 71 (C): -0.141, atom 72 (N): 0.009, atom 73 (H): 0.039, atom 74 (H): 0.119, atom 75 (H): 0.124, atom 76 (H): 0.117, atom 77 (H): 0.118, atom 78 (H): 0.141